(1)
DFT (the ωB97M-V functional and the def2-TZVPD basis) results for a 3-piece molecular cluster, C32H55BN4O3S overall.

Values from the calculation:
Kohn-Sham gap: 8.116 eV
Structure (SMILES): CC(=O)OCCCCCCc1ccc2c(c1)Nc1ccc(B(N)O)cc1S2.CCN(CC)CC.CCN(CC)CC
Energy: -2120.15846 a.u.
E_LUMO: 0.0151 Eh
E_HOMO: -7.706 eV
Strongest force on any atom: 1.987 eV Å⁻¹

Geometry (Å):
C  -0.720  -5.573  -5.369
C  0.340  -5.202  -6.385
O  1.384  -4.691  -6.031
O  0.137  -5.466  -7.726
C  -0.356  -4.310  -8.427
C  0.011  -4.469  -9.921
C  1.224  -3.624  -10.350
C  2.451  -3.761  -9.389
C  2.741  -2.411  -8.690
C  4.229  -2.232  -8.288
C  4.306  -1.243  -7.106
C  5.181  -1.445  -6.070
C  5.210  -0.572  -4.996
C  4.363  0.507  -4.998
C  3.492  0.744  -6.039
C  3.472  -0.139  -7.105
N  2.635  1.870  -6.010
C  1.889  1.999  -4.821
C  0.518  2.171  -4.848
C  -0.201  2.291  -3.684
C  0.448  2.233  -2.461
B  -0.362  2.320  -1.108
N  -1.555  1.455  -0.954
O  0.000  3.125  -0.044
C  1.823  2.060  -2.415
C  2.518  1.944  -3.593
S  4.288  1.682  -3.649
H  -1.606  -4.945  -5.536
H  -1.050  -6.612  -5.480
H  -0.361  -5.394  -4.356
H  -1.453  -4.283  -8.355
H  0.062  -3.375  -8.032
H  0.108  -5.540  -10.126
H  -0.872  -4.132  -10.485
H  1.561  -4.004  -11.323
H  0.907  -2.582  -10.459
H  3.335  -4.003  -9.996
H  2.304  -4.564  -8.663
H  2.103  -2.344  -7.798
H  2.424  -1.578  -9.333
H  4.541  -3.196  -7.867
H  4.843  -1.896  -9.127
H  5.856  -2.297  -6.047
H  5.870  -0.684  -4.140
H  2.781  0.079  -7.916
H  2.056  1.929  -6.837
H  0.035  2.188  -5.826
H  -1.283  2.398  -3.720
H  -1.766  1.041  -1.860
H  -1.245  0.657  -0.395
H  -0.044  2.553  0.737
H  2.341  1.997  -1.462
C  -1.488  2.791  4.414
C  -1.267  1.339  4.810
N  -0.148  0.714  4.130
C  -0.126  -0.733  4.269
C  0.068  -1.317  5.673
C  1.137  1.381  4.274
C  1.673  1.605  5.693
H  -1.581  2.894  3.331
H  -2.410  3.162  4.865
H  -0.676  3.436  4.756
H  -2.180  0.794  4.555
H  -1.165  1.280  5.906
H  0.644  -1.141  3.608
H  -1.071  -1.118  3.872
H  1.095  -1.209  6.020
H  -0.150  -2.387  5.657
H  -0.598  -0.861  6.407
H  1.075  2.356  3.782
H  1.888  0.837  3.694
H  0.913  2.005  6.366
H  2.492  2.327  5.663
H  2.073  0.690  6.127
C  -5.132  3.829  10.742
C  -4.590  2.441  10.431
N  -4.376  2.213  9.014
C  -4.156  0.816  8.678
C  -2.903  0.130  9.234
C  -3.508  3.164  8.342
C  -2.085  3.338  8.881
H  -6.033  4.035  10.163
H  -5.389  3.897  11.800
H  -4.399  4.610  10.534
H  -5.323  1.713  10.790
H  -3.675  2.276  11.021
H  -4.163  0.709  7.589
H  -5.029  0.251  9.022
H  -1.999  0.456  8.720
H  -2.980  -0.949  9.084
H  -2.777  0.301  10.304
H  -3.997  4.142  8.358
H  -3.453  2.911  7.279
H  -2.060  3.440  9.967
H  -1.644  4.245  8.461
H  -1.439  2.509  8.595

(2)
DFT (the ωB97M-V functional and the def2-TZVPD basis) results for C32H55ClP2Si2V as an isolated structure.

Values from the calculation:
Kohn-Sham gap (spin up / spin down): 6.002 / 5.839 eV
<S²>: 0.81
Multiplicity: 2
Energy: -3918.15476 a.u.
E_LUMO (spin up / spin down): -0.0189 / -0.0242 Eh
E_HOMO (spin up / spin down): -6.516 / -6.498 eV
Strongest force on any atom: 7.770 eV Å⁻¹

Geometry (Å):
V  0.791  0.491  0.329
C  -0.347  1.573  2.051
C  0.716  0.736  2.545
C  1.972  1.237  2.018
Si  0.194  -0.772  3.572
C  1.674  2.322  1.133
C  0.237  2.501  1.116
Si  -0.980  3.512  0.074
H  -1.336  1.488  2.283
H  2.941  0.892  2.288
H  2.387  2.923  0.614
Cl  3.076  -2.161  -3.242
C  -2.688  3.489  0.835
C  -0.346  5.251  -0.120
C  -1.580  -0.605  4.141
C  1.349  -0.979  5.018
H  0.140  5.566  0.815
H  -1.208  5.913  -0.298
H  0.365  5.378  -0.946
H  -3.219  2.554  0.607
H  -3.275  4.328  0.435
H  -2.626  3.601  1.925
H  1.636  0.013  5.397
H  2.262  -1.542  4.780
H  0.810  -1.510  5.818
H  -1.774  0.414  4.503
H  -1.766  -1.306  4.968
H  -2.286  -0.830  3.329
C  -1.152  2.609  -1.586
C  0.222  -2.266  2.394
P  0.362  1.693  -1.976
H  -1.390  3.334  -2.379
H  -1.982  1.890  -1.504
P  1.441  -1.982  1.081
H  -0.778  -2.363  1.942
H  0.436  -3.188  2.958
C  1.170  -3.396  -0.090
C  3.105  -2.084  1.971
C  1.635  3.043  -2.335
C  -0.077  0.777  -3.524
C  -0.776  -0.554  -3.217
H  0.908  0.553  -3.964
C  -0.926  1.599  -4.496
H  -1.881  1.882  -4.038
H  -1.142  0.973  -5.369
H  -0.421  2.501  -4.851
H  -0.038  -1.359  -3.145
H  -1.459  -0.811  -4.037
H  -1.367  -0.520  -2.289
H  1.558  3.704  -1.455
C  1.303  3.861  -3.581
C  3.069  2.517  -2.411
H  0.286  4.273  -3.576
H  1.445  3.267  -4.492
H  1.996  4.712  -3.639
H  3.409  2.070  -1.470
H  3.745  3.354  -2.636
H  3.187  1.776  -3.211
H  3.028  -1.286  2.729
C  4.284  -1.752  1.056
C  3.350  -3.403  2.708
H  2.479  -3.776  3.259
H  4.155  -3.247  3.442
H  3.694  -4.182  2.018
H  4.297  -0.696  0.765
H  4.277  -2.360  0.142
H  5.225  -1.952  1.587
C  -0.192  -3.292  -0.802
C  1.316  -4.759  0.585
H  1.960  -3.244  -0.846
H  0.702  -4.828  1.493
H  2.353  -4.995  0.836
H  0.964  -5.528  -0.113
H  -0.795  -2.428  -0.493
H  -0.790  -4.194  -0.613
H  -0.030  -3.222  -1.885
C  1.970  -0.444  -1.192
H  1.031  -1.143  -1.420
H  2.882  -0.952  -0.697
H  2.298  0.250  -2.052
C  -1.146  -0.120  0.199
C  -2.361  -0.530  0.011
C  -3.696  -0.892  -0.072
C  -4.608  -0.410  0.893
C  -5.956  -0.758  0.811
C  -6.404  -1.586  -0.227
C  -5.504  -2.070  -1.186
C  -4.151  -1.728  -1.115
H  -4.245  0.237  1.696
H  -6.646  -0.383  1.555
H  -7.462  -1.858  -0.291
H  -5.850  -2.710  -1.986
H  -3.438  -2.099  -1.855

(3)
DFT (the ωB97M-V functional and the def2-TZVPD basis) results for C32H56N11O6SScSi as an isolated structure.

Values from the calculation:
Charge: +2
Kohn-Sham gap: 7.597 eV
Energy: -3755.24761 a.u.
E_LUMO: -0.1861 Eh
E_HOMO: -12.662 eV
Strongest force on any atom: 1.246 eV Å⁻¹

Geometry (Å):
Sc  -0.256  0.228  1.923
N  1.915  -0.163  2.879
C  2.654  -1.084  1.988
C  3.414  -2.126  2.821
C  4.017  -3.338  2.123
C  5.196  -3.102  1.190
N  4.803  -2.378  -0.014
C  5.666  -1.826  -0.849
N  5.239  -1.059  -1.854
N  6.985  -1.998  -0.680
C  1.642  -1.740  1.039
O  2.025  -2.380  0.076
O  0.408  -1.566  1.384
H  2.503  0.613  3.176
H  1.672  -0.677  3.727
H  3.330  -0.488  1.366
H  2.697  -2.518  3.551
H  4.188  -1.606  3.395
H  3.237  -3.886  1.588
H  4.383  -4.006  2.904
H  5.601  -4.082  0.916
H  5.981  -2.536  1.701
H  3.791  -2.293  -0.184
H  4.250  -0.922  -2.026
H  5.873  -0.766  -2.578
H  7.335  -2.710  -0.064
H  7.638  -1.596  -1.329
O  0.558  2.406  2.144
C  -0.481  3.370  2.367
C  -1.749  3.009  1.635
C  -2.626  3.984  1.194
C  -3.809  3.595  0.585
C  -4.058  2.244  0.412
C  -3.114  1.333  0.852
N  -1.987  1.701  1.470
H  0.861  2.500  1.215
H  -0.137  4.368  2.085
H  -0.668  3.369  3.444
H  -2.386  5.029  1.332
H  -4.514  4.335  0.235
H  -4.959  1.896  -0.070
H  -3.253  0.269  0.691
N  -2.342  -2.259  1.098
C  -2.678  -1.900  2.337
N  -3.796  -2.400  2.849
C  -4.057  -2.063  4.111
N  -5.183  -2.495  4.666
N  -3.237  -1.310  4.889
C  -2.204  -0.810  4.267
N  -1.875  -1.003  2.979
C  -1.294  0.060  5.055
C  -1.386  0.110  6.438
C  -0.519  0.938  7.129
C  0.397  1.692  6.413
C  0.417  1.581  5.033
N  -0.404  0.773  4.355
H  -2.920  -2.958  0.659
H  -1.386  -2.150  0.765
H  -5.811  -3.075  4.134
H  -5.382  -2.276  5.626
H  -2.130  -0.490  6.936
H  -0.560  0.997  8.207
H  1.084  2.361  6.908
H  1.111  2.161  4.438
C  -2.368  -0.885  -4.123
C  -2.889  -0.711  -2.704
C  -3.271  -2.069  -2.134
C  -4.091  0.226  -2.689
O  -1.897  -0.142  -1.814
Si  -0.376  0.346  -2.180
S  0.555  0.997  -0.387
O  0.422  -0.913  -2.824
C  1.525  -0.975  -3.732
C  2.146  -2.353  -3.538
C  2.526  0.130  -3.379
C  1.033  -0.798  -5.162
O  -0.263  1.558  -3.254
C  -0.683  2.923  -3.377
C  0.588  3.746  -3.551
C  -1.565  3.017  -4.615
C  -1.443  3.375  -2.139
H  -3.178  -1.252  -4.754
H  -1.557  -1.608  -4.149
H  -2.012  0.054  -4.540
H  -3.976  -2.571  -2.795
H  -3.748  -1.946  -1.165
H  -2.386  -2.697  -2.033
H  -4.850  -0.119  -3.388
H  -3.797  1.235  -2.975
H  -4.536  0.259  -1.694
H  2.464  -2.478  -2.502
H  2.999  -2.488  -4.204
H  1.415  -3.127  -3.759
H  2.743  0.092  -2.303
H  2.110  1.109  -3.589
H  3.438  0.011  -3.968
H  0.345  -1.596  -5.435
H  1.876  -0.831  -5.852
H  0.525  0.157  -5.274
H  1.135  3.410  -4.431
H  1.229  3.631  -2.678
H  0.350  4.801  -3.677
H  -1.065  2.560  -5.468
H  -1.769  4.060  -4.856
H  -2.517  2.512  -4.459
H  -0.825  3.262  -1.248
H  -2.349  2.789  -2.006
H  -1.722  4.423  -2.244

(4)
DFT (the ωB97M-V functional and the def2-TZVPD basis) results for a 9-piece molecular cluster, C32H56N2O21 overall.

Values from the calculation:
Kohn-Sham gap: 9.489 eV
Structure (SMILES): C[C@H]1COC(=O)O1.C[C@H]1COC(=O)O1.C[C@H]1COC(=O)O1.COC(=O)OC.COC(=O)OC.COC(=O)OC.COC(=O)OC.CCCC#N.CCCC#N
Energy: -2942.23112 a.u.
E_LUMO: -0.0022 Eh
E_HOMO: -9.549 eV
Strongest force on any atom: 9.247 eV Å⁻¹

Geometry (Å):
C  4.576  2.097  -0.796
C  5.443  1.204  -1.671
C  6.859  1.699  -1.761
O  7.632  0.566  -1.403
C  6.863  -0.365  -0.831
O  7.314  -1.425  -0.374
O  5.571  -0.039  -0.999
H  4.632  3.158  -1.144
H  4.756  2.050  0.289
H  3.558  1.757  -0.958
H  5.110  1.033  -2.654
H  7.050  2.500  -1.018
H  7.169  1.991  -2.803
C  -0.368  -3.101  1.985
C  -0.074  -4.249  1.105
C  1.242  -4.901  1.532
O  0.888  -6.098  2.149
C  -0.401  -6.346  1.950
O  -0.960  -7.371  2.271
O  -1.020  -5.329  1.321
H  0.385  -2.359  1.896
H  -0.304  -3.524  2.960
H  -1.392  -2.639  1.944
H  -0.225  -3.951  0.053
H  1.733  -4.276  2.209
H  1.840  -5.201  0.634
C  3.850  -2.552  0.334
C  4.376  -1.907  1.637
C  4.165  -0.340  1.846
O  3.066  -0.336  2.763
C  2.783  -1.514  3.229
O  1.831  -1.772  3.953
O  3.619  -2.403  2.683
H  2.856  -2.132  0.073
H  3.719  -3.583  0.635
H  4.601  -2.358  -0.401
H  5.452  -2.073  1.866
H  4.015  0.224  0.915
H  5.001  0.101  2.313
C  -8.601  2.517  -1.332
O  -7.336  2.528  -1.878
C  -6.550  1.450  -1.545
O  -7.090  0.308  -0.830
O  -5.223  1.527  -1.927
C  -4.350  0.401  -1.811
H  -9.050  3.510  -1.341
H  -8.741  2.235  -0.336
H  -9.195  1.925  -1.960
H  -3.710  0.670  -0.979
H  -3.730  0.234  -2.704
H  -4.868  -0.532  -1.467
C  0.264  1.121  2.118
O  -0.738  0.118  2.305
C  -2.022  0.425  2.138
O  -2.430  1.730  1.949
O  -2.821  -0.629  2.119
C  -4.247  -0.402  1.818
H  -0.001  1.978  1.484
H  1.166  0.714  1.825
H  0.509  1.581  3.025
H  -4.929  -0.243  2.641
H  -4.630  -1.241  1.217
H  -4.431  0.423  1.155
C  -4.446  -2.244  6.285
O  -5.016  -2.614  5.054
C  -4.298  -3.280  4.112
O  -2.868  -3.579  4.210
O  -4.976  -3.687  3.034
C  -4.291  -4.401  2.005
H  -5.045  -1.574  6.870
H  -3.477  -1.716  6.160
H  -4.290  -3.124  6.859
H  -4.126  -5.440  2.356
H  -3.267  -4.051  1.660
H  -4.864  -4.339  1.085
C  6.064  5.484  -3.894
O  5.348  4.329  -4.227
C  4.089  4.194  -3.869
O  3.339  5.205  -3.295
O  3.530  3.023  -4.184
C  2.258  2.711  -3.599
H  5.534  6.307  -4.464
H  7.131  5.559  -4.062
H  5.932  5.616  -2.845
H  1.535  3.289  -4.049
H  2.224  2.981  -2.548
H  1.932  1.717  -3.749
C  -3.009  4.208  -2.107
C  -2.040  3.526  -1.095
C  -0.724  3.075  -1.620
C  -0.710  2.287  -2.828
N  -0.801  1.678  -3.848
H  -3.838  4.794  -1.738
H  -3.300  3.462  -2.841
H  -2.455  4.953  -2.693
H  -2.549  2.676  -0.692
H  -1.833  4.184  -0.234
H  -0.244  2.441  -0.876
H  -0.035  3.931  -1.801
C  1.396  -0.305  -1.652
C  0.288  -1.091  -0.933
C  -1.088  -0.764  -1.556
C  -2.130  -1.595  -0.983
N  -2.998  -2.268  -0.540
H  1.498  -0.775  -2.667
H  2.363  -0.428  -1.179
H  1.249  0.775  -1.593
H  0.269  -0.967  0.142
H  0.599  -2.147  -0.999
H  -1.037  -0.815  -2.676
H  -1.234  0.263  -1.260

- The lowest energy belongs to which entry?
  C32H55ClP2Si2V